Entry 1:
129
Properties=species:S:1:pos:R:3:forces:R:3 method="wB97M-V/def2-TZVPD" smiles="CC(C)=NC1=C(CC=O)C(=O)C(P(O)(O)=S)=C(N)C1=O.c1ccccc1.c1ccccc1.c1ccccc1.c1ccccc1.c1ccccc1.c1ccccc1.c1ccccc1.c1ccccc1" lumo_ev=-1.49 spin_multiplicity=1 orbital_gap_ev=7.40
S -3.23892 -0.96002 -2.88104 0.2 0.0 0.2
P -1.35407 -0.94162 -2.59303 -2.2 -0.3 -0.9
O -0.88582 -2.29482 -1.87143 0.6 0.9 -0.2
O -0.59570 -0.91226 -4.02743 0.4 0.2 0.8
O -0.23887 3.72567 -5.68532 0.5 -0.7 0.4
O 0.41777 2.07586 1.14967 0.2 -0.4 -0.2
O -2.20847 2.19737 -2.71519 0.5 -0.1 -0.2
N 0.37474 -0.66444 0.05519 0.3 0.3 -0.3
N 1.84180 3.72530 -0.85758 -0.5 -2.0 0.4
C 0.74365 2.88185 -1.08974 0.1 1.1 -0.3
C 0.80061 6.25360 2.13576 0.0 0.0 0.0
C 0.97711 6.00111 4.89484 0.0 0.0 0.0
C -7.55361 -1.28131 -3.02109 0.0 0.0 0.0
C -0.05501 0.51257 -0.60094 0.0 0.2 0.1
C -1.24062 -5.37263 -0.73320 0.0 0.0 0.0
C -4.40699 7.03859 -6.47852 0.0 0.0 0.0
C -8.90708 1.13889 -3.15117 0.0 0.0 0.0
C 11.89623 5.10140 7.89138 0.0 0.0 0.0
C 4.48582 6.02589 5.72084 0.0 0.0 0.0
C -5.67207 -9.67656 2.13394 0.0 0.0 0.0
C 2.96898 3.09527 -0.81219 0.5 1.1 -0.2
C -4.91178 -9.39252 -0.52217 0.0 0.0 0.0
C 1.07965 7.25356 4.30533 0.0 0.0 0.0
C -2.35946 -13.11950 -3.26747 0.0 0.0 0.0
C -0.38016 -12.66178 -1.98131 0.0 0.0 0.0
C 9.51800 3.68085 8.07223 0.0 0.0 0.0
C -1.44976 -7.76376 -0.87703 0.1 0.0 0.0
C 0.06107 3.12030 -4.68442 -0.5 0.9 -0.6
C -1.64166 7.04841 -6.24908 0.0 0.0 0.0
C -3.72041 8.24371 -6.42356 0.0 0.0 0.0
C 10.92673 5.24326 6.90827 0.0 0.0 0.0
C 9.73945 4.52988 6.99684 0.0 0.0 0.0
C 4.70702 6.87440 4.64486 0.0 0.0 0.0
C 3.58431 2.60499 0.45806 -0.4 0.3 0.0
C 0.99534 7.37909 2.92528 0.0 0.0 0.0
C 0.36213 1.86015 -0.03631 0.2 0.1 -0.1
C 6.86520 7.44536 5.54022 0.0 0.0 0.0
C -1.31801 -6.61230 -0.11268 0.0 0.0 0.0
C 6.64506 6.59404 6.61394 0.0 0.0 0.1
C -6.07987 -10.61097 1.19121 0.0 0.0 0.0
C 5.89524 7.58711 4.55692 0.0 0.0 0.0
C -2.54770 -12.14638 -1.07713 0.0 0.0 0.1
C -1.28897 -5.28364 -2.11768 0.0 -0.3 -0.1
C 11.67620 4.24974 8.96491 0.0 0.0 0.0
C -7.52772 1.12218 -2.99579 0.0 0.0 0.0
C 0.78534 4.87556 4.10496 0.0 0.0 0.0
C -2.33700 8.24871 -6.31147 0.0 0.0 0.0
C -1.42449 -6.43618 -2.88075 0.0 0.0 0.1
C -6.85099 -0.08785 -2.93219 0.0 0.0 0.0
C -9.60879 -0.05475 -3.24829 0.0 0.0 0.0
C -0.97718 -13.13517 -3.14146 0.0 0.0 0.0
C 5.45367 5.88756 6.70677 0.0 0.0 0.0
C 0.00294 2.90439 -2.20105 -0.2 -0.4 -0.2
C 0.69318 5.00111 2.72517 0.0 0.0 0.0
C -8.93244 -1.26492 -3.18136 0.0 0.0 0.0
C -4.88910 -8.59739 1.74675 0.0 -0.1 0.0
C -3.71103 5.83908 -6.41280 0.0 0.1 0.0
C -2.32677 5.84209 -6.29579 -0.1 -0.1 0.0
C -0.78028 0.53694 -1.71594 0.2 -0.4 -0.3
C -3.14436 -12.62297 -2.23585 0.0 0.0 0.0
C 3.69475 2.80679 -2.10742 -0.1 -1.0 1.0
C 10.48547 3.54277 9.05790 0.0 0.0 0.0
C -5.69803 -10.46976 -0.13592 0.0 0.0 0.0
C -1.16578 -12.16990 -0.94780 0.0 0.0 0.0
C -1.11995 1.91382 -2.27851 -0.4 0.1 0.2
C -1.50669 -7.67615 -2.26066 0.0 0.0 0.0
C 0.24020 3.83378 -3.35666 -0.4 -1.0 0.3
C -4.51127 -8.45623 0.41830 0.0 0.1 0.1
H -3.90395 -7.61550 0.11499 0.0 0.0 0.0
H 5.27959 5.22830 7.54789 0.0 0.0 0.0
H -0.56187 7.05195 -6.16327 0.0 0.0 0.0
H -0.45250 4.66872 -3.30026 0.1 0.3 -0.3
H 7.79318 7.99875 5.46971 0.0 0.0 0.0
H 10.31161 2.88339 9.89850 0.0 0.0 0.0
H -1.50973 -8.73122 -0.39436 0.0 0.0 0.0
H 0.69772 -12.67593 -1.88237 0.0 0.0 0.0
H 12.82367 5.65500 7.82082 0.0 0.0 0.0
H -9.48006 -2.19598 -3.25414 0.0 0.0 0.0
H 4.05283 3.71306 -2.57929 0.0 0.1 -0.1
H 2.97216 2.28828 -2.73695 -0.1 0.2 -0.4
H -1.22460 -4.32387 -2.59913 -0.1 0.0 -0.1
H 8.59080 3.12632 8.14218 0.0 0.0 0.0
H -4.61081 -9.28332 -1.55677 0.0 0.0 0.0
H -5.96437 -9.78983 3.17007 0.0 0.0 0.0
H 4.49855 2.10421 -1.89643 0.3 0.2 -0.3
H 1.27803 4.15192 -3.30232 0.1 0.4 0.1
H 12.43324 4.13740 9.73030 0.0 0.0 0.0
H 0.36086 -0.84874 -3.91192 0.2 0.0 -0.3
H -1.77748 4.90912 -6.24056 -0.2 0.3 -0.1
H -6.69454 -11.44998 1.49138 0.0 0.0 0.0
H 8.98519 4.63647 6.22750 0.0 0.0 0.0
H -1.46617 -6.36756 -3.96029 0.0 0.0 0.0
H 0.06911 -2.28605 -1.71648 0.1 -0.2 0.4
H -1.61459 -8.57507 -2.85520 0.0 0.0 0.0
H 1.22676 8.13165 4.92119 0.0 0.0 0.0
H -2.82505 -13.49346 -4.17034 0.0 0.0 0.0
H 0.20657 2.02137 -4.73180 0.1 0.0 0.2
H -0.36464 -13.51733 -3.94796 0.0 0.0 0.0
H 3.95188 6.98045 3.87592 0.0 0.0 0.0
H -6.01319 -11.20054 -0.87044 0.0 0.0 0.0
H 6.06594 8.25310 3.72059 0.0 0.0 0.0
H 11.09688 5.90944 6.07209 0.0 0.0 0.0
H 1.04750 5.90260 5.97094 0.0 0.0 0.0
H -4.22246 -12.60737 -2.33527 0.0 0.0 0.0
H -1.27699 -6.68139 0.96756 0.0 0.0 0.0
H -0.27511 -0.97230 0.76580 0.0 -0.1 0.1
H -4.26343 9.17921 -6.46872 0.0 0.0 0.0
H 0.53996 4.12527 2.11006 0.0 0.0 0.0
H -6.97926 2.05273 -2.92446 0.0 0.0 0.0
H -1.80088 9.18872 -6.27300 0.0 0.0 0.0
H 3.47456 1.51549 0.44392 0.1 -0.1 -0.1
H 0.70739 3.89827 4.56506 0.0 0.0 0.0
H -5.77564 -0.10124 -2.81267 -0.1 0.0 0.0
H 2.99343 2.97572 1.28767 0.2 0.1 0.2
H -1.14336 -4.47335 -0.13769 0.0 0.0 0.0
H -7.02543 -2.22478 -2.96639 0.0 0.0 0.0
H 1.28497 -0.48603 0.45674 -0.1 -0.2 0.5
H -10.68385 -0.04183 -3.37574 0.0 0.0 0.0
H 3.55888 5.47263 5.79017 0.0 0.0 0.0
H -4.57310 -7.86668 2.48051 0.0 0.0 0.0
H 1.08174 8.35523 2.46482 0.0 0.0 0.0
H -4.24740 4.89953 -6.45241 0.0 0.0 0.0
H -3.16014 -11.75628 -0.27438 0.0 0.0 0.0
H 0.73291 6.35086 1.05951 0.0 0.0 0.0
H -9.43534 2.08277 -3.19734 0.0 0.0 0.0
H 7.40245 6.48158 7.37948 0.0 0.0 0.0
H 4.64306 2.82800 0.54322 0.1 0.0 0.0
H -0.70069 -11.80359 -0.04128 0.0 0.0 0.0
H -5.48564 7.03450 -6.57203 0.0 0.0 0.0


Entry 2:
140
Properties=species:S:1:pos:R:3:forces:R:3 method="wB97M-V/def2-TZVPD" de_lowest_ev=0.000 lumo_ev=-4.57 total_charge=+1 spin_multiplicity=1 orbital_gap_ev=4.29
O 6.88494 2.26184 1.16533 -0.4 -2.1 -1.0
O -3.85187 5.18553 -6.20533 -0.1 -0.4 0.4
O -6.59901 -2.75127 -2.84210 0.0 -0.3 -0.7
O 7.34789 0.16851 0.66338 -1.5 1.6 -0.2
N 6.57809 1.15360 0.65218 2.5 0.6 0.5
N -0.36904 -0.13751 2.66700 -0.7 -0.4 0.5
N 1.76251 -0.74748 3.06938 -0.4 -0.2 -0.2
N -1.75827 -2.34808 -5.37809 1.3 1.6 0.7
N 0.67538 2.59256 -4.59221 -0.1 -0.7 0.6
C -1.49527 0.50747 2.04629 -0.1 0.5 0.0
C 2.51401 0.72532 0.41757 0.6 0.3 -0.2
C -3.03149 -2.60735 -4.87447 -0.5 0.2 0.4
C -2.72956 4.63947 -5.65961 0.1 -0.8 0.5
C -1.49411 5.23907 -6.04435 -0.2 -0.6 0.2
C 3.54910 -2.45534 2.74682 -0.2 -0.2 0.1
C -3.10282 2.13383 0.41714 0.3 -0.3 0.4
C -2.19990 1.60857 2.61026 0.2 -0.2 -0.1
C -3.21493 2.16476 1.80635 -0.1 0.7 -0.1
C 1.34225 -3.27890 1.70651 -0.5 0.0 0.1
C -0.33861 3.50045 -4.88137 -0.6 -0.9 -0.1
C -2.75876 1.58727 5.06057 -0.1 0.0 0.2
C -1.92758 2.29051 3.98347 -0.4 -0.2 -0.2
C 0.91502 -0.12868 2.14647 0.7 1.3 -1.1
C 3.34027 -0.40018 0.12800 -0.5 0.6 -0.3
C 1.00632 -1.06889 4.29735 0.8 0.3 0.3
C -3.85111 -3.70441 -5.11615 -0.1 0.2 0.1
C 5.26017 1.03779 0.10907 -1.2 -0.4 0.2
C -1.80885 0.13831 0.71192 0.4 -0.2 -0.3
C 3.96746 1.11665 4.21369 0.3 0.1 -0.5
C 3.17296 -1.10556 3.00306 0.2 -0.2 0.4
C -0.43448 -0.92291 3.90147 -0.9 -0.2 -0.3
C 3.33387 -4.63487 1.44085 0.2 -0.2 -0.1
C 4.18888 -0.17781 3.38074 0.0 0.2 0.2
C -2.33877 3.76814 3.94008 -0.2 0.2 -0.1
C -5.48369 -2.69109 -3.62148 0.6 -0.2 0.3
C -3.38647 -1.54107 -4.01361 0.1 -0.6 -0.6
C 5.89161 -1.84792 2.95501 -0.1 0.1 -0.1
C -0.29162 4.63279 -5.69650 -0.3 0.3 0.2
C 2.84158 1.94534 3.64432 -0.6 0.3 0.0
C 0.16642 1.49932 -3.95163 -0.5 0.7 -0.8
C -1.55754 2.93655 -4.41018 1.2 0.0 0.1
C 1.17881 0.58789 0.96800 0.3 -0.7 1.5
C -2.15626 0.64585 -3.38869 -0.6 -0.4 -2.2
C 2.31596 -4.44551 3.69061 0.0 -0.1 0.1
C -0.44695 2.31467 4.34417 0.2 -0.2 0.1
C 3.71293 0.73231 5.67713 0.0 -0.3 0.1
C -5.09559 -3.75326 -4.48609 0.1 0.6 0.3
C -2.92203 -1.49459 -0.80840 -0.4 0.3 -0.3
C 5.52280 -0.52626 3.14444 0.0 -0.2 0.3
C -4.63179 -1.56564 -3.41526 -0.7 -0.6 0.1
C -2.23994 -0.61160 -4.01438 -0.4 0.5 1.2
C -1.06428 -3.17869 -6.34270 0.4 -0.2 -0.4
C -2.75502 3.50643 -4.79589 -0.8 1.1 -0.8
C 4.89677 -2.80579 2.87689 0.3 0.0 -0.2
C 2.06491 2.72870 -4.97902 0.5 -0.2 0.2
C 3.07577 2.02815 0.22877 -0.3 -0.7 -0.3
C -1.91864 -2.37298 1.19585 0.2 0.0 0.4
C 2.62372 -3.66679 2.40588 0.5 0.2 0.1
C -5.08876 4.45601 -6.05052 0.5 0.3 0.0
C -1.27145 -1.18548 -4.85772 -0.8 -1.5 -1.0
C 4.69530 -0.24457 -0.07867 0.6 0.7 0.5
C -1.73908 -1.29871 0.13147 0.4 0.4 -0.2
C -7.48501 -3.89481 -2.97634 0.3 0.4 0.0
C -2.26232 1.16550 -0.12414 -0.6 -0.1 0.1
C 5.21271 2.01446 4.23645 0.3 0.0 0.0
C -1.22093 1.63938 -3.80979 0.7 0.4 0.3
C 4.44570 2.18387 0.14125 0.1 -0.4 0.0
C -0.45600 -1.47017 -0.67899 0.4 -0.5 0.1
H 4.60092 0.23272 6.09056 -0.2 0.1 0.0
H -2.60670 0.50287 5.05284 -0.1 0.2 0.1
H 0.38398 1.24200 0.60912 0.3 -0.3 0.1
H 4.92198 3.15987 0.17849 -0.2 -0.2 0.1
H 2.70667 2.63137 -4.09886 -0.1 0.1 -0.1
H 0.14142 2.75600 3.52954 -0.1 -0.2 0.2
H -8.36685 -3.61512 -2.39763 0.2 -0.1 -0.1
H -2.06725 4.25348 4.88426 -0.1 -0.1 -0.1
H -7.76807 -4.08084 -4.02446 0.1 0.2 0.3
H 2.42709 2.90664 0.27120 0.2 -0.3 0.1
H -1.14024 -2.32237 1.95023 -0.2 -0.2 -0.1
H 2.86962 0.04579 5.78684 0.2 0.2 0.1
H 2.60632 -5.36098 1.05596 0.1 0.1 0.1
H -1.04894 -0.41089 4.64699 0.3 -0.2 -0.1
H -0.89665 -1.90539 3.71899 0.0 0.2 0.1
H -5.75730 -4.60767 -4.63240 0.3 0.3 0.0
H -3.69595 3.05508 -4.47487 0.3 0.2 -0.2
H -1.51048 -4.17788 -6.35590 0.2 0.3 0.1
H -2.81589 -0.86268 -1.68936 -0.1 -0.2 0.3
H -3.41336 3.90897 3.79690 0.2 0.0 0.0
H 0.66456 5.01840 -6.05323 -0.4 0.0 0.1
H -5.83439 5.08516 -6.53385 0.0 -0.2 0.1
H 1.76058 -3.84432 4.41911 0.2 -0.2 -0.1
H 1.90201 1.40944 3.72554 0.1 0.3 0.0
H 6.03897 1.52891 4.77158 -0.1 0.2 -0.1
H 0.41725 -1.28773 -0.04160 -0.3 -0.1 -0.4
H -2.97965 -2.53528 -1.15532 0.1 0.2 0.1
H 1.26378 -0.34791 5.08691 -0.1 -0.2 -0.2
H -3.51699 -4.51318 -5.76240 -0.2 0.1 0.1
H 0.78363 0.65982 -3.64920 0.1 0.3 0.1
H -2.01449 1.17845 -1.18459 -0.4 -0.4 0.3
H 0.77347 -2.56684 2.29150 0.0 -0.1 -0.2
H -4.02986 2.73764 2.25229 0.6 0.2 -0.1
H -4.94319 -0.78444 -2.72597 -0.1 -0.2 -0.1
H 2.89604 -1.39481 0.09424 0.1 0.3 0.0
H -0.30308 -0.77601 -5.12579 -0.2 -0.3 -0.1
H 1.54108 -2.85215 0.71893 -0.1 -0.1 0.2
H -5.02501 3.47787 -6.55031 0.0 0.3 0.1
H -0.41248 -0.74913 -1.50773 0.0 -0.1 0.1
H 5.35468 -1.08597 -0.25912 -0.1 0.0 0.2
H -3.66231 2.81668 -0.22817 0.1 -0.2 0.3
H 3.50581 1.63508 6.26780 0.1 -0.2 -0.1
H 5.18972 -3.85582 2.86181 -0.1 0.4 -0.2
H -1.52387 6.13691 -6.66100 0.0 -0.3 0.1
H 2.35019 1.94444 -5.68990 -0.1 0.2 0.0
H -2.89638 -2.25315 1.68243 0.2 -0.1 0.0
H 6.31499 0.21626 3.20526 -0.3 -0.2 0.2
H -5.33722 4.31345 -4.98866 0.0 0.1 -0.3
H 4.97148 2.94037 4.77598 0.0 -0.2 -0.1
H 6.94667 -2.11703 2.90373 -0.3 0.0 0.0
H -0.00821 -3.24938 -6.05596 -0.3 -0.1 -0.1
H -0.38549 -2.49195 -1.08190 -0.1 0.2 -0.1
H 1.26852 -2.06568 4.67098 -0.2 0.3 -0.2
H 3.75872 -4.10060 0.58150 0.0 -0.1 0.2
H 3.24141 -4.80547 4.15954 -0.2 0.1 0.0
H -3.87207 -1.22714 -0.32496 0.2 -0.2 0.0
H 2.23505 3.70325 -5.43446 0.0 -0.1 0.1
H 5.55444 2.28314 3.22768 -0.1 0.0 0.2
H 3.02613 2.16076 2.58909 -0.1 0.0 0.3
H -0.06311 1.31907 4.57154 0.1 0.4 0.0
H -3.04833 0.96826 -2.84516 0.1 0.0 -0.3
H 2.73239 2.89819 4.17553 0.1 -0.1 0.0
H -1.80931 4.29178 3.13705 -0.1 0.0 0.1
H -1.87937 -3.37017 0.73699 0.0 0.2 0.0
H -0.29764 2.93301 5.24135 -0.1 -0.1 -0.2
H -3.82722 1.77941 4.89845 0.2 -0.1 0.1
H 0.70618 -4.16488 1.57917 0.2 0.1 -0.1
H 1.70457 -5.31878 3.43450 0.1 0.1 0.1
H -7.03226 -4.80503 -2.55332 0.0 0.3 -0.1
H 4.13332 -5.20735 1.92351 -0.2 0.1 -0.2
H -2.48965 1.96485 6.05478 -0.1 0.0 -0.1
H -1.12067 -2.75407 -7.35613 -0.1 -0.1 0.4